Record 1
{"formula": "C24H32AlN6S", "method": "ωB97M-V/def2-TZVPD", "symbols": ["Al", "C", "C", "C", "C", "C", "C", "C", "N", "N", "C", "C", "C", "C", "C", "C", "N", "C", "C", "C", "C", "C", "C", "N", "H", "H", "H", "H", "H", "H", "H", "H", "H", "H", "H", "H", "H", "H", "H", "H", "H", "H", "H", "H", "C", "C", "N", "C", "S", "N", "C", "C", "H", "H", "H", "H", "H", "H", "H", "H", "H", "H", "H", "H"], "coordinates": [[-0.27631, -0.29633, -2.50136], [0.33962, 2.05513, -1.04051], [1.36520, 2.36401, -2.12759], [2.13326, 1.20637, -2.72086], [3.48262, 1.32131, -2.99455], [4.14933, 0.31359, -3.67115], [3.45847, -0.82906, -4.06513], [2.13289, -0.91821, -3.74432], [1.46780, 0.07747, -3.08952], [-0.84086, 1.26180, -1.54110], [-1.72686, 2.04766, -2.44869], [-2.41561, 1.10239, -3.41287], [-3.61160, 1.39176, -4.02678], [-4.15845, 0.47083, -4.91305], [-3.48691, -0.71863, -5.17422], [-2.29687, -0.95669, -4.53322], [-1.76790, -0.06740, -3.65745], [-1.63760, 0.68143, -0.39870], [-1.19544, -0.73080, -0.05257], [-1.86955, -1.45886, 0.92624], [-1.62908, -2.80227, 1.04434], [-0.70818, -3.42328, 0.18088], [-0.17912, -2.69573, -0.83705], [-0.49826, -1.37271, -1.00918], [-0.02517, 2.98933, -0.61069], [0.79231, 1.47664, -0.23087], [2.07950, 3.05983, -1.68947], [0.91494, 2.90545, -2.96644], [4.00888, 2.21463, -2.68655], [5.20408, 0.41614, -3.89391], [3.94580, -1.62853, -4.60495], [1.55360, -1.79335, -4.02127], [-1.11761, 2.74867, -3.01866], [-2.44742, 2.63576, -1.88086], [-4.11415, 2.32730, -3.81792], [-5.10845, 0.67678, -5.38994], [-3.88455, -1.45159, -5.86200], [-1.73683, -1.86616, -4.70947], [-2.68107, 0.60926, -0.71366], [-1.58187, 1.35006, 0.45883], [-2.53609, -0.94481, 1.60755], [-2.14164, -3.38577, 1.79825], [-0.44562, -4.46528, 0.29581], [0.48999, -3.13143, -1.56751], [2.68862, -2.12207, 5.53739], [2.27684, -0.66487, 5.40534], [2.12146, -0.31566, 3.97679], [1.06463, 0.09643, 3.28976], [1.10245, -0.12615, 1.56134], [0.01288, 0.67356, 3.87119], [-0.12897, 1.33607, 5.18362], [-1.25465, 0.73192, 6.00071], [2.72444, -2.39936, 6.59028], [3.67954, -2.29557, 5.11535], [1.97363, -2.77538, 5.03637], [3.03475, -0.01151, 5.83623], [1.33879, -0.50006, 5.92173], [2.88142, -0.62893, 3.39103], [-0.77494, 0.79247, 3.25772], [-0.32353, 2.39005, 4.98143], [0.81516, 1.29426, 5.71311], [-2.20745, 0.80472, 5.47278], [-1.36115, 1.27098, 6.94148], [-1.06311, -0.31763, 6.22852]], "forces_ev_per_a": [[0.186, 0.731, 0.129], [0.073, -0.005, -0.111], [-0.073, -0.109, -0.028], [-0.161, 0.010, -0.012], [0.061, 0.043, -0.005], [0.077, -0.015, 0.010], [0.065, 0.004, -0.005], [-0.092, 0.130, 0.034], [0.098, -0.369, -0.088], [-0.112, 0.059, 0.171], [-0.005, -0.173, -0.089], [0.057, -0.046, 0.153], [-0.058, 0.046, -0.066], [-0.021, 0.003, 0.006], [-0.033, 0.020, -0.042], [0.071, 0.067, 0.017], [0.018, -0.218, -0.086], [0.191, 0.041, 0.016], [-1.188, -0.111, -0.550], [0.265, 0.275, 0.260], [0.084, -0.202, -0.051], [-0.093, -0.025, 0.198], [0.010, 0.182, -0.140], [0.424, -0.413, 0.058], [-0.065, 0.001, -0.005], [-0.029, 0.014, 0.060], [0.036, -0.015, -0.010], [0.016, 0.066, 0.031], [-0.011, 0.004, -0.018], [-0.010, 0.003, 0.001], [-0.013, -0.009, 0.016], [-0.007, -0.014, 0.004], [0.017, 0.019, 0.004], [-0.023, -0.019, 0.031], [-0.006, -0.015, 0.012], [0.019, 0.012, -0.022], [0.004, 0.004, 0.001], [-0.015, -0.024, 0.036], [-0.010, 0.105, -0.034], [0.056, -0.061, 0.066], [0.007, -0.019, -0.022], [0.026, 0.011, 0.009], [-0.027, 0.003, -0.023], [-0.011, -0.012, -0.001], [0.035, 0.007, -0.002], [-0.013, -0.108, -0.182], [0.097, -0.031, 0.123], [0.254, 0.020, -0.062], [-0.021, 0.052, 0.291], [-0.149, -0.101, 0.108], [-0.005, 0.044, -0.128], [0.027, -0.014, 0.055], [0.033, 0.012, -0.012], [-0.018, -0.008, -0.013], [-0.001, 0.003, 0.020], [-0.062, 0.066, 0.077], [-0.009, -0.075, -0.030], [-0.030, -0.037, -0.023], [0.069, 0.100, -0.067], [-0.026, 0.020, 0.015], [0.019, 0.091, -0.069], [0.015, -0.025, 0.005], [-0.001, -0.004, -0.012], [-0.015, 0.006, -0.009]], "charge": 3, "total_energy_ha": -1902.134731, "relative_energy_kj_mol": 58.4, "orbital_gap_ev": 6.46}

Record 2
{"formula": "C18H21MnNO4SSi", "method": "ωB97M-V/def2-TZVPD", "symbols": ["Mn", "O", "C", "O", "C", "C", "C", "C", "C", "C", "S", "H", "H", "H", "H", "C", "O", "C", "O", "H", "H", "H", "C", "Si", "C", "C", "N", "C", "C", "C", "C", "C", "C", "H", "H", "H", "H", "H", "H", "H", "H", "H", "H", "H", "H", "H", "H"], "coordinates": [[-0.20711, -0.35640, -0.37346], [-3.65283, 1.08681, -1.73244], [-2.96383, 0.70882, -0.82337], [-1.82305, 0.05661, -1.03084], [-3.31217, 0.95189, 0.60992], [-4.65402, 1.17065, 0.90849], [-5.06804, 1.37666, 2.21217], [-4.12849, 1.37263, 3.23469], [-2.79042, 1.16473, 2.95052], [-2.36683, 0.95991, 1.63683], [-0.60925, 0.86153, 1.44006], [-5.35769, 1.17132, 0.08599], [-6.11570, 1.53603, 2.43199], [-4.43804, 1.53018, 4.26051], [-2.05426, 1.16549, 3.74589], [-0.56702, -4.08594, 1.52414], [-0.42625, -2.64091, 1.50574], [-0.37358, -2.11416, 0.32329], [-0.46616, -2.64586, -0.75654], [-0.53230, -4.35839, 2.57201], [0.24872, -4.54686, 0.97372], [-1.51906, -4.36332, 1.07945], [3.31987, 0.68628, -2.62822], [2.07525, -0.60137, -2.12725], [0.49084, -0.19621, -3.04065], [2.59483, -2.31419, -2.62122], [1.66377, -0.52721, -0.40434], [2.62411, -0.76797, 0.60836], [3.97400, -0.99317, 0.31419], [4.90638, -1.22391, 1.31662], [4.52603, -1.24439, 2.64839], [3.18922, -1.03532, 2.95490], [2.25691, -0.80434, 1.95721], [3.38104, 0.70842, -3.72139], [4.32167, 0.50171, -2.23926], [3.00361, 1.67579, -2.28767], [0.75333, -0.16562, -4.10250], [0.07282, 0.78510, -2.80327], [-0.29556, -0.94773, -2.94274], [2.67823, -2.38252, -3.71059], [1.84159, -3.03411, -2.29160], [3.55509, -2.60245, -2.19003], [4.31362, -0.99280, -0.71198], [5.94132, -1.39057, 1.04361], [5.25369, -1.42081, 3.42938], [2.86188, -1.05195, 3.98781], [1.22117, -0.65755, 2.22929]], "forces_ev_per_a": [[0.581, 0.835, 0.339], [-0.260, -0.054, -0.154], [0.612, 0.119, 0.169], [-0.696, -0.057, -0.273], [-0.017, -0.119, 0.018], [-0.016, -0.011, 0.016], [-0.023, 0.005, -0.034], [-0.001, -0.001, 0.026], [0.009, 0.027, 0.037], [0.021, -0.003, -0.038], [0.176, -0.006, -0.175], [0.010, 0.004, 0.024], [0.021, 0.001, -0.006], [0.009, -0.007, -0.020], [-0.041, 0.004, -0.025], [-0.024, -0.016, 0.056], [0.064, -0.019, 0.083], [-0.215, -0.430, -0.069], [-0.048, -0.306, -0.098], [-0.001, -0.013, 0.014], [0.040, 0.034, -0.011], [-0.022, 0.006, -0.011], [0.119, 0.128, -0.036], [0.001, 0.015, 0.226], [-0.166, 0.008, 0.064], [0.091, -0.160, -0.074], [0.047, 0.009, 0.168], [-0.199, 0.000, -0.092], [0.049, 0.003, -0.064], [-0.029, 0.008, -0.070], [-0.008, 0.008, -0.024], [-0.011, -0.004, 0.014], [-0.099, -0.020, 0.087], [0.015, 0.019, 0.065], [-0.031, 0.040, -0.041], [0.019, -0.039, -0.024], [0.044, -0.018, 0.043], [-0.048, 0.011, -0.063], [-0.041, 0.034, -0.052], [0.007, -0.014, 0.064], [0.030, 0.012, -0.028], [-0.038, -0.026, -0.025], [0.011, 0.003, 0.017], [-0.015, 0.004, -0.003], [-0.009, -0.001, -0.010], [-0.009, 0.005, -0.025], [0.088, -0.016, 0.018]], "charge": 0, "total_energy_ha": -2892.960055, "relative_energy_kj_mol": 7.3, "multiplicity": 4, "orbital_gap_ev": [6.46, 7.86]}

Record 3
{"formula": "C4H8O2", "method": "ωB97M-V/def2-TZVPD", "symbols": ["C", "C", "C", "C", "O", "H", "H", "H", "H", "H", "H", "O", "H", "H"], "coordinates": [[-1.03792, -1.30305, -0.33694], [-0.69168, 0.10207, -0.75153], [0.50160, 0.67128, -0.51567], [1.60280, -0.07722, 0.15734], [1.79029, -0.22885, 1.34506], [-2.10914, -1.45830, -0.17817], [-0.51922, -1.61453, 0.57674], [-0.72572, -1.97674, -1.14347], [-1.35145, 0.60824, -1.44914], [0.80826, 1.60128, -0.98753], [2.25841, -0.56164, -0.59006], [-0.10969, 1.80468, 1.24836], [-0.79705, 1.25002, 0.81493], [0.38050, 1.18277, 1.81008]], "forces_ev_per_a": [[-0.012, -0.155, 0.021], [0.715, -0.373, -0.931], [-0.074, -0.895, -1.170], [0.013, -0.212, 0.195], [-0.210, 0.163, -0.637], [0.146, 0.135, -0.040], [-0.071, 0.089, -0.166], [-0.142, -0.108, 0.140], [-0.120, -0.014, 0.134], [-0.138, -0.117, 0.038], [0.290, -0.014, 0.160], [-0.868, 0.530, 1.244], [0.603, 0.873, 0.939], [-0.132, 0.100, 0.073]], "charge": 0, "total_energy_ha": -307.613898, "relative_energy_kj_mol": 258.7, "smiles": "C/C=C\\C=O.O", "orbital_gap_ev": 9.77}